12 unconnected molecules or ions with the total composition C18H54BIO16 in a non-equilibrium geometry. Source: the OMol25 dataset; level of theory: ωB97M-V with the def2-TZVPD basis set.

Cartesian coordinates (Å):
1 C 2.5648 -2.8253 2.0330
2 C 2.9608 -1.5617 2.0125
3 C 2.4086 -0.5284 1.0113
4 C 2.7567 -1.0686 -0.3679
5 C 2.4524 -0.2014 -1.5900
6 C 1.0598 -0.4145 -2.1964
7 C 0.9213 -1.6701 -3.0767
8 C 0.2471 -2.9077 -2.4553
9 C -1.0803 -2.6253 -1.7272
10 C -0.9113 -2.6547 -0.2089
11 C -2.2205 -2.6789 0.5839
12 O -3.2512 -1.9116 -0.0166
13 C -2.9742 -0.5144 0.0235
14 O 0.9825 -0.4279 1.2963
15 C 0.9692 0.0386 2.5754
16 O 0.1138 -0.1739 3.3609
17 O 2.0771 0.7665 2.8045
18 C 2.8292 0.8762 1.5099
19 B 4.3496 1.1686 1.9458
20 C 5.5661 0.2187 1.6965
21 O 4.5555 2.3612 2.6281
22 C 2.1998 2.0932 0.7675
23 I 1.3500 3.5714 2.1032
24 C 3.2188 2.8389 -0.1283
25 C 2.5808 3.3577 -1.4278
26 H 1.8474 -3.1992 1.3129
27 H 2.9142 -3.4938 2.8082
28 H 3.6688 -1.2438 2.7645
29 H 3.8012 -1.3708 -0.3717
30 H 2.1870 -1.9930 -0.4854
31 H 2.5912 0.8477 -1.3793
32 H 3.1814 -0.4412 -2.3683
33 H 0.8869 0.4414 -2.8552
34 H 0.2846 -0.3670 -1.4295
35 H 1.9052 -1.9804 -3.4387
36 H 0.3606 -1.4131 -3.9742
37 H 0.0512 -3.5923 -3.2843
38 H 0.9409 -3.4384 -1.7980
39 H -1.4644 -1.6661 -2.0715
40 H -1.8058 -3.3925 -2.0052
41 H -0.3022 -3.5247 0.0460
42 H -0.3516 -1.7799 0.1151
43 H -2.5717 -3.7021 0.7104
44 H -2.0162 -2.2529 1.5731
45 H -2.5556 -0.1702 -0.9250
46 H -3.9089 0.0200 0.1724
47 H -2.3058 -0.2412 0.8416
48 H 5.7187 -0.4305 2.5613
49 H 6.4653 0.8317 1.5974
50 H 5.4885 -0.3904 0.7988
51 H 5.0261 2.9520 2.0225
52 H 1.3372 1.7854 0.1837
53 H 3.5766 3.7200 0.4010
54 H 4.0444 2.1760 -0.4031
55 H 3.3390 3.6423 -2.1546
56 H 1.9003 4.1829 -1.2312
57 H 1.9914 2.5670 -1.8926
58 O 5.7702 4.9835 3.5978
59 H 5.1833 4.2196 3.5940
60 H 5.4921 5.4932 4.3639
61 O -6.2012 -1.0897 0.7491
62 H -5.3495 -1.4988 0.5472
63 H -6.6698 -1.7118 1.3235
64 O -8.6044 -2.7163 1.4750
65 H -9.1880 -2.1490 0.9541
66 H -8.4393 -3.4775 0.9100
67 O 0.5158 6.2317 -1.3185
68 H 0.2233 7.1272 -1.5118
69 H 0.2119 6.0636 -0.4202
70 O -9.4616 -0.5037 -0.5501
71 H -9.7502 0.3279 -0.1573
72 H -8.5079 -0.3987 -0.6630
73 O 1.2299 -1.1364 -6.4011
74 H 0.5510 -0.6360 -6.8644
75 H 1.4277 -1.8738 -6.9866
76 O -6.6272 1.7072 0.5855
77 H -6.8733 1.8513 1.5044
78 H -6.5624 0.7404 0.5008
79 O 2.9934 -5.4456 3.9550
80 H 2.7523 -5.3715 4.8838
81 H 3.1494 -6.3847 3.8170
82 O -3.7375 2.4029 1.1740
83 H -4.6263 2.3681 0.7885
84 H -3.8614 2.0618 2.0647
85 O -9.1464 2.1956 -2.5976
86 H -9.4757 1.4154 -2.1398
87 H -8.2232 2.2640 -2.3338
88 O 6.2583 1.4398 -1.1914
89 H 6.7671 1.2874 -1.9942
90 H 6.8267 2.0034 -0.6565

HOMO-LUMO gap in eV: 9.2
Structure (SMILES): C=C[C@@]1(CCCCCCCCOC)OC(=O)O[C@]1(B(C)O)[C@@H](I)CC.O.O.O.O.O.O.O.O.O.O.O
2S+1: 1